7 unconnected molecules or ions with the total composition C21H53B2F9N13O17P2S, computed with ωB97M-V/def2-TZVPD.

```
118
Properties=species:S:1:pos:R:3
C -0.6489 -2.1077 -5.5649
C -1.1594 -0.6586 -6.2244
O -0.1016 0.3141 -5.9077
C -0.6421 1.6013 -5.4447
C 0.3640 2.2612 -4.3319
B 0.6372 1.3358 -2.9997
C -0.7463 1.5444 -2.1306
C -1.8957 0.4031 -2.4717
O -3.1622 1.1175 -2.8431
C -3.8307 1.6466 -1.6410
O -4.8174 0.8955 -1.1074
O 1.6988 1.9368 -2.1192
C 2.5837 0.8950 -1.5299
C 1.9568 0.5105 -0.0701
C 0.9194 -0.7446 -0.0369
C 1.0034 -1.6677 1.3559
F 2.4406 -1.9035 1.5960
F 0.3576 -2.9745 0.9536
C 0.1690 -0.9647 2.5626
F 0.2618 0.5342 2.6023
F -1.2900 -1.2475 2.2870
S 0.5054 -1.5692 4.2900
F 2.1021 -0.9554 4.3493
F 0.9786 -3.1393 3.8118
F -1.1607 -2.0811 4.4142
F -0.0448 -0.0183 4.8706
F 0.7010 -2.0706 5.9236
B 4.0278 1.6193 -1.0769
O 4.1934 3.0679 -0.8487
O 5.2014 0.7392 -0.8468
C 6.0748 1.2533 0.2191
C 5.3806 1.3572 1.7008
C 2.6067 -0.1806 -2.7589
P 3.4857 0.6110 -4.3058
N 3.0759 -0.3738 -5.7703
O 5.2193 0.5744 -4.1319
P 3.3648 -1.9168 -2.5304
O 4.1188 -2.0872 -1.1358
O 2.1408 -3.2037 -2.5768
O 4.5335 -2.3645 -3.7726
O 1.1823 -0.0485 -3.1744
H -1.4797 -2.9316 -5.5722
H -0.2851 -1.8260 -4.4658
H 0.3312 -2.4132 -6.1611
H -2.1986 -0.4420 -5.7310
H -1.2145 -0.7712 -7.3971
H -0.6717 2.3659 -6.3611
H -1.7252 1.5582 -5.0040
H -0.0949 3.3290 -4.0602
H 1.3834 2.5059 -4.8894
H -0.4903 1.6099 -0.9666
H -1.2655 2.5912 -2.3761
H -2.1105 -0.3383 -1.5926
H -1.5543 -0.1501 -3.4570
H -3.4546 2.6710 -1.2087
H 2.8630 0.4420 0.6838
H 1.3371 1.4685 0.2849
H 1.0037 -1.5101 -0.9158
H -0.2071 -0.3501 -0.0556
H 3.7244 3.6053 -1.5536
H 7.0048 0.5151 0.3427
H 6.5632 2.3095 -0.0313
H 4.8804 2.4246 1.8548
H 4.6556 0.4649 1.9239
H 6.2431 1.2877 2.5231
H 2.5996 0.3161 -6.4017
H 3.9626 -0.6914 -6.2311
H 5.5134 0.0228 -3.3416
H 2.3088 -3.7209 -3.4394
H 4.9120 -3.2799 -3.5217
C -2.6820 3.1383 5.0243
O -3.3453 4.0153 5.5546
N -2.1477 2.1136 5.7130
N -2.4259 3.1180 3.7039
H -1.5987 1.3820 5.2940
H -2.3167 2.0910 6.7101
H -2.8098 3.8714 3.1487
H -1.8817 2.4044 3.2490
C -2.1812 -5.9385 4.1842
O -2.2424 -7.0628 4.6560
N -3.2029 -5.3735 3.5159
N -1.0865 -5.1638 4.2903
H -3.1713 -4.4490 3.1203
H -4.0460 -5.9230 3.4134
H -0.2944 -5.5513 4.7861
H -1.0170 -4.2356 3.9084
C -6.3980 2.2379 6.9995
O -6.2378 1.8321 5.8593
N -7.3777 1.7843 7.8020
N -5.6093 3.1751 7.5555
H -7.5256 2.1062 8.7436
H -7.9942 1.0779 7.4220
H -4.8592 3.5433 6.9852
H -5.7255 3.5220 8.4928
C 8.6253 -2.4593 -1.4355
O 9.5974 -1.7301 -1.5523
N 8.7305 -3.7873 -1.2484
N 7.3618 -2.0001 -1.4836
H 7.9417 -4.4041 -1.1501
H 9.6644 -4.1738 -1.2062
H 7.2381 -1.0058 -1.6231
H 6.5485 -2.5849 -1.3896
C -6.2568 -2.7987 3.8115
O -6.5566 -3.5954 2.9363
N -5.2010 -1.9712 3.7111
N -6.9553 -2.6772 4.9547
H -4.9383 -1.3085 4.4211
H -4.6482 -2.0304 2.8659
H -7.7580 -3.2819 5.0705
H -6.7239 -2.0272 5.6870
C -2.4428 4.8243 -4.8998
O -1.4777 4.0798 -4.9688
N -2.3339 6.1297 -4.5935
N -3.7015 4.4060 -5.1237
H -3.1168 6.7585 -4.5319
H -1.4034 6.4853 -4.4175
H -3.8278 3.4298 -5.3573
H -4.5090 5.0039 -5.0715
```

**Strongest force on any atom**: 0.171 Eh/bohr
**Gap between HOMO and LUMO**: 4.1 eV
**Charge**: -1


3 unconnected molecules or ions with the total composition C21H53BFN4O6, computed with ωB97M-V/def2-TZVPD.

```
86
Properties=species:S:1:pos:R:3
C -5.0184 1.6948 1.4665
C -5.2406 1.2373 0.0257
C -5.1348 -0.2806 -0.2104
N -4.5257 -1.0336 0.8849
N -3.0867 -1.0607 1.0132
C -2.7390 -0.9974 2.4908
C -3.7183 -1.6762 3.4299
B -2.3141 0.1099 0.2391
O -2.3466 0.0535 -1.1114
O -1.5919 0.9632 0.9664
C -0.1631 0.7648 1.2259
C 0.1673 1.0417 2.6855
C -2.4794 -2.3351 0.3782
C -2.5828 -3.6058 1.1758
F -3.1323 -2.5049 -0.7984
H -5.2095 2.7656 1.5386
H -5.6934 1.1907 2.1588
H -3.9879 1.5461 1.7962
H -6.2343 1.5492 -0.2975
H -4.5332 1.7703 -0.6190
H -6.1347 -0.7097 -0.2837
H -4.6705 -0.4985 -1.1756
H -4.8663 -1.9861 0.9074
H -2.6861 0.0600 2.7230
H -1.7256 -1.3927 2.5898
H -3.1923 -1.8535 4.3691
H -4.5666 -1.0286 3.6372
H -4.0755 -2.6436 3.0865
H -2.8601 0.7140 -1.5949
H 0.3566 1.4683 0.5777
H 0.1175 -0.2509 0.9325
H -0.7491 1.3301 3.2046
H 0.8438 1.8908 2.7674
H 0.5813 0.1752 3.1997
H -1.4294 -2.0993 0.1724
H -2.1651 -4.3840 0.5348
H -1.9963 -3.5758 2.0910
H -3.6154 -3.8786 1.3898
C 4.7039 6.7655 4.0789
O 4.8490 6.7922 2.6745
C 5.9080 5.9879 2.1723
C 5.3621 4.8559 1.3326
N 4.6288 3.9066 2.1561
C 3.9136 2.8786 1.4190
C 2.7878 3.3148 0.4880
O 1.6602 3.8615 1.1547
C 1.7411 5.2481 1.4480
H 3.9551 7.5115 4.3377
H 4.3723 5.7870 4.4464
H 5.6414 7.0203 4.5823
H 6.5118 5.5963 2.9963
H 6.5470 6.6175 1.5481
H 6.1960 4.3369 0.8504
H 4.7479 5.3024 0.5374
H 3.9806 4.4144 2.7446
H 3.4924 2.1795 2.1477
H 4.6400 2.3141 0.8244
H 2.4302 2.4211 -0.0334
H 3.1352 4.0119 -0.2827
H 2.3314 5.7788 0.6974
H 2.1747 5.4389 2.4326
H 0.7257 5.6426 1.4415
C 1.3402 -6.6199 -5.3846
O 0.8291 -5.3545 -5.7516
C -0.5463 -5.1606 -5.4614
C -0.7191 -4.0805 -4.4170
N -0.2019 -4.5174 -3.1281
C -0.1495 -3.4831 -2.1099
C 0.7618 -2.2811 -2.3370
O 2.1350 -2.5899 -2.3141
C 2.6949 -2.9963 -3.5528
H 2.3538 -6.6803 -5.7750
H 1.3703 -6.7590 -4.2976
H 0.7473 -7.4304 -5.8191
H -1.0016 -6.0966 -5.1238
H -1.0482 -4.8478 -6.3807
H -1.7851 -3.8534 -4.3128
H -0.2234 -3.1752 -4.7948
H 0.7252 -4.9028 -3.2617
H 0.1677 -3.9617 -1.1761
H -1.1695 -3.1104 -1.9635
H 0.5996 -1.5814 -1.5069
H 0.5026 -1.7418 -3.2565
H 2.2014 -2.5007 -4.3934
H 2.6327 -4.0775 -3.7006
H 3.7455 -2.7116 -3.5425
```

**Strongest force on any atom**: 0.012 Eh/bohr
**Gap between HOMO and LUMO**: 8.1 eV
**Charge**: +1


7 unconnected molecules or ions with the total composition C21H54N3O10, computed with ωB97M-V/def2-TZVPD.

```
88
Properties=species:S:1:pos:R:3
C -0.5373 3.9129 1.8391
C -0.1750 3.7214 0.3653
C 0.2474 2.2928 -0.0160
N -0.8126 1.5388 -0.7715
C -1.1361 0.1723 -0.2429
C -1.7262 0.2114 1.1621
C -3.2480 0.3746 1.2085
O -3.5117 1.4253 2.1453
C 0.0960 -0.7083 -0.3480
N 1.1212 -0.1703 -1.2419
C 2.2097 -1.1266 -1.4443
C 3.2301 -1.1077 -0.2855
C 3.3016 -2.3944 0.5659
C 3.5456 -2.1333 2.0698
C 2.3798 -2.5366 2.9956
C 2.6615 -3.7004 3.9463
O 1.5228 -4.5774 3.9276
C 1.3808 -5.4728 4.9465
C 0.9261 -6.8077 4.4467
O 1.4986 -5.1664 6.0989
C 0.6011 0.3811 -2.4982
C 0.0966 -0.6824 -3.4896
C -0.5363 1.3975 -2.2438
C -0.3717 2.7551 -2.9271
C -1.7104 3.2966 -3.4843
C -2.5215 4.1116 -2.5200
N -3.5143 3.3621 -1.7762
O -2.3895 5.2973 -2.3992
H 0.3624 4.0361 2.4452
H -1.1040 3.0716 2.2423
H -1.1530 4.8028 1.9798
H 0.6608 4.3805 0.1172
H -0.9977 4.0639 -0.2711
H 0.5048 1.7189 0.8716
H 1.1360 2.3055 -0.6421
H -1.6853 2.0598 -0.6927
H -1.9153 -0.1808 -0.9154
H -1.4481 -0.7314 1.6391
H -1.2792 0.9988 1.7698
H -3.7190 -0.5578 1.5233
H -3.6439 0.6456 0.2231
H -4.4635 1.4983 2.2764
H 0.5565 -0.8121 0.6413
H -0.2227 -1.7160 -0.6459
H 1.8061 -2.1426 -1.5589
H 2.7054 -0.8555 -2.3789
H 4.2178 -0.8534 -0.6727
H 2.9402 -0.2841 0.3763
H 2.3474 -2.9136 0.4477
H 4.0800 -3.0504 0.1726
H 3.7717 -1.0818 2.2456
H 4.4363 -2.6903 2.3795
H 2.0746 -1.6637 3.5795
H 1.5153 -2.8236 2.3915
H 2.8245 -3.3561 4.9696
H 3.5443 -4.2675 3.6362
H 1.1039 -6.9176 3.3792
H 1.4296 -7.6008 4.9966
H -0.1480 -6.8941 4.6260
H 1.4420 0.8916 -2.9741
H 0.9243 -1.1840 -3.9895
H -0.5323 -0.2422 -4.2681
H -0.5070 -1.4337 -2.9731
H -1.4547 0.9694 -2.6520
H 0.1119 3.4965 -2.2900
H 0.2987 2.6241 -3.7760
H -1.4727 3.9535 -4.3259
H -2.3015 2.4666 -3.8706
H -4.3429 3.9515 -1.7130
H -3.2161 3.2548 -0.8084
O -2.0268 -3.2369 0.0354
H -2.1091 -3.9680 -0.5846
H -1.7705 -3.6695 0.8586
O -1.5522 -4.7186 3.1333
H -1.9748 -5.4518 3.5888
H -0.6041 -4.8643 3.2373
O -2.2910 5.8417 -6.3313
H -2.5229 5.9220 -5.4003
H -2.9200 5.2157 -6.7014
O 3.4767 0.7428 3.7638
H 2.9015 1.2502 4.3448
H 4.3061 0.6757 4.2480
O 2.3845 3.1464 -4.5744
H 2.4577 3.3064 -5.5212
H 3.0282 3.7436 -4.1802
O -3.9551 0.2538 -2.2833
H -4.6968 -0.0130 -2.8360
H -3.9479 1.2208 -2.3377
```

**Strongest force on any atom**: 0.014 Eh/bohr
**Gap between HOMO and LUMO**: 9.3 eV
**Charge**: +1


A molecular structure, C21H55CrO19S6, computed with ωB97M-V/def2-TZVPD.

```
102
Properties=species:S:1:pos:R:3
Cr 0.2083 -0.8525 -3.8507
C -0.0580 1.2517 -0.5328
C 0.5040 -0.1912 -0.5955
C 0.2784 -0.9224 0.7108
O 0.1140 -0.8526 -1.7594
H 0.3876 1.8801 0.2412
H -1.1287 1.2432 -0.2911
H 0.0039 1.7405 -1.5048
H 1.5931 -0.0588 -0.6929
H -0.6814 -1.4489 0.7291
H 0.4209 -0.2702 1.5690
H 0.9709 -1.7686 0.7474
O -0.7563 1.0238 -3.9541
S -1.5373 2.2266 -4.1032
O -2.1515 2.4771 -5.3795
O -2.6196 2.2274 -2.9098
C -3.6701 3.2204 -3.0030
C -4.0931 3.6067 -1.6039
C -0.5838 3.6617 -3.5971
H -4.4629 2.7491 -3.5884
H -3.4038 4.0808 -3.6207
H -4.4882 2.8405 -0.9414
H -4.8251 4.4146 -1.6132
H -3.2103 4.0038 -1.0919
H -1.1556 4.2438 -2.8721
H -0.4175 4.3964 -4.3829
H 0.3306 3.3922 -3.0735
O 1.7624 -4.8198 -4.7030
S 2.1713 -3.7211 -3.8777
O 1.5770 -2.4121 -4.1000
O 1.8623 -4.1570 -2.3618
C 2.0945 -3.2384 -1.2501
C 3.2914 -3.7304 -0.4215
C 3.9471 -3.5550 -3.8375
H 1.1805 -3.2768 -0.6665
H 2.2876 -2.2190 -1.5833
H 4.1814 -3.7960 -1.0424
H 3.0867 -4.7858 -0.2094
H 3.3175 -3.2703 0.5624
H 4.2698 -3.0798 -4.7619
H 4.3406 -4.5552 -3.6837
H 4.1927 -2.8908 -3.0118
O 5.7131 4.1448 1.5533
S 4.8190 3.3822 0.7206
O 4.8918 3.3938 -0.7175
O 4.9685 1.8557 1.2923
C 4.0537 0.8289 0.9236
C 4.2669 -0.3645 1.8471
C 3.1322 3.8354 1.1977
H 4.1987 0.4107 -0.0766
H 3.0156 1.1585 0.9990
H 5.2905 -0.7327 1.8013
H 3.6415 -1.1657 1.4486
H 3.9695 -0.1148 2.8634
H 3.0594 4.9031 1.0046
H 2.9509 3.6114 2.2444
H 2.4554 3.2803 0.5522
O 1.3848 -4.5499 1.7373
S 1.4948 -3.8566 2.9962
O 2.5986 -2.9614 3.2457
O 0.0864 -3.0267 3.1446
C 0.0688 -1.9863 4.1270
C -1.3585 -1.4568 4.1574
C 1.3027 -4.9758 4.3913
H 0.7302 -1.1572 3.8657
H 0.4280 -2.3451 5.0928
H -2.0892 -2.2668 4.1435
H -1.6318 -0.7774 3.3508
H -1.5491 -0.8931 5.0736
H 2.2339 -5.5191 4.5237
H 0.4706 -5.6532 4.2096
H 1.0191 -4.3837 5.2580
O -3.3581 -3.7638 -4.5463
S -2.6145 -2.9922 -3.5997
O -1.5380 -2.1239 -4.0809
O -3.6734 -2.0608 -2.7769
C -3.1028 -1.1664 -1.8180
C -4.1485 -0.3013 -1.1453
C -1.9262 -3.9925 -2.2433
H -2.3986 -0.5130 -2.3289
H -2.5764 -1.7182 -1.0371
H -4.7958 -0.8550 -0.4618
H -4.7970 0.1401 -1.9036
H -3.6654 0.4602 -0.5374
H -1.2608 -3.3442 -1.6747
H -1.3685 -4.8072 -2.7023
H -2.7541 -4.3832 -1.6580
O -0.0816 5.0337 4.2832
S -0.5960 4.3566 3.1134
O 0.1916 3.3540 2.4055
O -2.0193 3.7020 3.5824
C -2.6906 2.8496 2.6813
C -3.5198 1.7615 3.4000
C -1.2441 5.5871 1.9373
H -1.9591 2.2895 2.0942
H -3.4026 3.3730 2.0410
H -2.9027 1.2131 4.1097
H -3.9395 0.9246 2.8239
H -4.4792 2.1927 3.6950
H -1.8367 6.2306 2.5830
H -1.8933 5.0586 1.2437
H -0.3965 6.0696 1.4619
```

**Spin multiplicity**: 5
**Strongest force on any atom**: 0.055 Eh/bohr
**Gap between HOMO and LUMO (spin up / spin down)**: 8.0 / 8.5 eV
**Charge**: +1


7 unconnected molecules or ions with the total composition C21H56O21S7, computed with ωB97M-V/def2-TZVPD.

```
105
Properties=species:S:1:pos:R:3
C -4.7950 1.8869 1.1744
C -4.6730 3.2620 0.5895
O -5.9592 3.8916 0.5988
S -6.1371 5.3524 1.2417
C -6.3481 4.9319 2.9527
O -4.8775 6.0625 1.0894
O -7.3963 5.8108 0.7078
H -4.0145 1.2018 0.8603
H -5.7657 1.4515 0.9076
H -4.9396 1.9294 2.2596
H -3.9090 3.8639 1.0882
H -4.2173 3.1897 -0.4036
H -5.3572 4.9924 3.3923
H -6.7777 3.9381 2.9321
H -6.9446 5.7574 3.3352
C 1.9795 -4.8295 3.4234
C 3.0069 -5.4557 2.5172
O 2.5788 -5.5337 1.1220
S 2.8513 -4.2434 0.1932
C 2.3947 -4.9278 -1.4350
O 1.9074 -3.2335 0.5883
O 4.2813 -4.0072 0.1843
H 2.2239 -4.9886 4.4709
H 1.0003 -5.2526 3.1887
H 1.8680 -3.7610 3.2403
H 4.0001 -5.0052 2.5276
H 3.1385 -6.5133 2.7462
H 2.7643 -5.9410 -1.5340
H 2.8045 -4.1762 -2.1062
H 1.3072 -4.9092 -1.4633
C 0.1600 -0.6586 -0.9423
C 1.0122 0.4016 -0.2319
O 0.9389 0.4455 1.1928
S -0.4757 0.4506 1.9942
C -0.5249 -1.2558 2.6228
O -0.2941 1.2692 3.1647
O -1.5201 0.6243 1.0140
H 0.6014 -0.7769 -1.9345
H -0.8805 -0.4142 -1.1368
H 0.2496 -1.6395 -0.4727
H 2.0602 0.1692 -0.4213
H 0.8092 1.3947 -0.6357
H 0.4263 -1.4625 3.1069
H -0.7845 -1.8601 1.7605
H -1.2879 -1.2063 3.3971
C -0.2895 4.6588 3.5055
C -0.9452 5.5279 4.5559
O -2.2819 5.7534 4.0918
S -3.1181 6.9735 4.7732
C -2.9906 8.1339 3.4138
O -4.4963 6.5741 4.8273
O -2.3918 7.5005 5.9094
H 0.7090 4.3211 3.7932
H -0.1968 5.1340 2.5276
H -0.8216 3.7200 3.3417
H -0.9079 4.9923 5.5040
H -0.3878 6.4640 4.6097
H -1.9585 8.4738 3.3536
H -3.6695 8.9536 3.6392
H -3.2707 7.6638 2.4737
C 6.1110 -2.2761 -5.9702
C 5.0905 -1.1300 -6.0852
O 3.7776 -1.6023 -5.8844
S 3.0769 -1.3545 -4.4565
C 1.4492 -2.0590 -4.6919
O 3.7175 -2.1713 -3.4574
O 2.8803 0.0578 -4.2123
H 5.7596 -3.1629 -6.4962
H 6.2403 -2.5559 -4.9184
H 7.1426 -2.0112 -6.2059
H 5.4474 -0.4168 -5.3379
H 5.1912 -0.6786 -7.0700
H 1.6641 -3.0748 -5.0146
H 0.9951 -1.5154 -5.5187
H 0.9806 -1.8290 -3.7455
C -2.9481 -1.1989 -3.4904
C -4.1195 -1.4968 -4.4440
O -3.4749 -1.8071 -5.6956
S -4.3921 -1.7724 -7.0578
C -5.5435 -3.1325 -6.7031
O -5.1424 -0.5401 -7.0798
O -3.5024 -2.1140 -8.1263
H -2.7355 -2.0819 -2.8825
H -3.1823 -0.3843 -2.8051
H -2.0266 -0.9710 -4.0178
H -4.7174 -2.3356 -4.0904
H -4.7528 -0.6112 -4.4965
H -6.0144 -2.9292 -5.7465
H -4.9741 -4.0546 -6.7328
H -6.3125 -3.0502 -7.4685
C 6.7075 -2.9322 2.3446
C 5.9954 -1.7300 2.9188
O 4.6876 -2.0829 3.4065
S 3.9175 -0.9932 4.3062
C 3.3041 0.0636 3.0275
O 2.7930 -1.6839 4.9205
O 4.8403 -0.2826 5.1639
H 6.6025 -3.7981 3.0038
H 7.7580 -2.6532 2.2838
H 6.2855 -3.2542 1.3959
H 6.6244 -1.1130 3.5595
H 5.7845 -1.0570 2.0741
H 2.4851 0.6369 3.4544
H 2.8887 -0.5247 2.2121
H 4.1729 0.5941 2.6439
```

**SMILES**: CCOS(C)(=O)=O.CCOS(C)(=O)=O.CCOS(C)(=O)=O.CCOS(C)(=O)=O.CCOS(C)(=O)=O.CCOS(C)(=O)=O.CCOS(C)(=O)=O
**Strongest force on any atom**: 0.055 Eh/bohr
**Gap between HOMO and LUMO**: 11.0 eV